Molecular formula: C6H9N
Method: DFT, the ωB97M-V functional and the def2-TZVPD basis

Properties
Molar mass in g mol⁻¹: 95.14
SMILES string: C=C(C)C#N.C=C
HOMO-LUMO gap in hartree: 0.378
E_tot in eV: -7856.030
Maximum force in hartree/bohr: 0.0211
Energy relative to the best compared isomer or geometry (same formula, charge and spin) in kcal per mole: 49.1
E_HOMO in eV: -9.7

Each line ends with the Mulliken charge.
Cartesian coordinates (Å):
C: -0.60029 -1.71075 0.06918  -1.233
C: -1.06112 -0.39809 0.65307  0.778
C: 1.85725 0.68620 -0.28354  -0.467
C: 1.40750 1.27416 -1.38483  -0.601
C: -1.30802 0.69545 -0.06852  -0.910
C: -1.19269 -0.32034 2.08769  0.120
N: -1.29455 -0.25990 3.24029  -0.442
H: -1.43722 -2.40820 -0.03893  0.348
H: 0.14828 -2.18753 0.71019  0.338
H: -0.15467 -1.54619 -0.91655  0.319
H: 2.16465 -0.35729 -0.27432  0.254
H: 1.88671 1.20576 0.67148  0.242
H: 1.05488 2.30343 -1.37722  0.293
H: 1.32535 0.74028 -2.32927  0.281
H: -1.57935 1.64093 0.38969  0.311
H: -1.19089 0.67871 -1.14762  0.368

Molecular formula: C6H9N
Method: DFT, the ωB97M-V functional and the def2-TZVPD basis

Properties
Molar mass in g mol⁻¹: 95.14
SMILES string: Cc1c[nH]c(C)c1
HOMO-LUMO gap in hartree: 0.314
E_tot in eV: -7856.990
Maximum force in hartree/bohr: 0.0569
Energy relative to the best compared isomer or geometry (same formula, charge and spin) in kcal per mole: 27.0
E_HOMO in eV: -7.5

Each line ends with the Mulliken charge.
Cartesian coordinates (Å):
C: 2.53115 -0.40640 0.06719  -1.051
C: 1.11535 -0.06992 0.34262  0.400
C: 0.04546 -0.83798 -0.04029  -0.762
C: -1.09484 0.01161 -0.05608  0.830
C: -2.50163 -0.42585 -0.29236  -1.144
C: -0.65794 1.27668 0.23089  -0.883
N: 0.70919 1.22568 0.41605  -0.023
H: 3.32181 0.31134 0.33623  0.309
H: 2.82622 -1.43870 0.28532  0.267
H: 2.11726 -0.31632 -0.97027  0.261
H: 0.10501 -1.87402 -0.36538  0.341
H: -3.19718 0.39516 -0.10289  0.308
H: -2.76872 -1.25676 0.37102  0.296
H: -2.64278 -0.76968 -1.32208  0.261
H: -1.20051 2.20032 0.34957  0.390
H: 1.29215 1.97485 0.75044  0.200

Molecular formula: C6H9N
Method: DFT, the ωB97M-V functional and the def2-TZVPD basis

Properties
Molar mass in g mol⁻¹: 95.14
HOMO-LUMO gap in hartree: 0.233
E_tot in eV: -7853.070
Maximum force in hartree/bohr: 0.0121
Energy relative to the best compared isomer or geometry (same formula, charge and spin) in kcal per mole: 117.4
E_HOMO in eV: -7.0

Each line ends with the Mulliken charge.
Cartesian coordinates (Å):
C: -1.38199 1.68155 -0.37194  -1.240
C: -0.15019 0.89524 -0.09548  0.283
C: -0.01218 -0.53679 0.20503  1.351
C: -1.07586 -1.36468 0.27219  -0.812
C: 1.43407 -0.88337 0.27942  -0.633
C: 2.03393 0.29108 -0.00721  -0.746
N: 1.06968 1.33961 -0.24667  0.014
H: -2.23315 1.04476 -0.58446  0.304
H: -1.33900 2.35385 -1.22593  0.343
H: -1.70360 2.30223 0.45953  0.297
H: -0.94972 -2.43189 0.14955  0.151
H: -2.12073 -1.07033 0.36849  0.259
H: 0.82290 -3.57891 0.66729  0.023
H: 1.23350 -2.93732 0.57281  -0.182
H: 3.08016 0.57812 -0.04701  0.354
H: 1.29218 2.31686 -0.39564  0.234

Molecular formula: C6H9N
Method: DFT, the ωB97M-V functional and the def2-TZVPD basis

Properties
Molar mass in g mol⁻¹: 95.14
SMILES string: C[C@]12C[C@H]1[C@H]1N[C@H]12
HOMO-LUMO gap in hartree: 0.355
E_tot in eV: -7854.052
Maximum force in hartree/bohr: 0.0198
Energy relative to the best compared isomer or geometry (same formula, charge and spin) in kcal per mole: 94.7
E_HOMO in eV: -8.5

Each line ends with the Mulliken charge.
Cartesian coordinates (Å):
C: 1.58550 -0.66675 0.96200  -1.441
C: 0.50734 -0.16809 0.04361  1.105
C: 0.67112 0.81119 -1.07133  -0.864
C: -0.21131 1.15999 0.09148  -0.388
C: -1.58724 0.41702 0.11748  -0.213
N: -1.83077 -0.49940 -0.90752  -0.457
C: -0.87926 -0.90990 0.02883  -0.609
H: 1.16416 -0.90985 1.94641  0.333
H: 2.36508 0.08717 1.11590  0.343
H: 2.06345 -1.57417 0.57344  0.324
H: 1.62696 1.33608 -1.07322  0.286
H: 0.25563 0.63191 -2.06005  0.227
H: 0.00762 1.99410 0.75140  0.385
H: -2.39848 0.69513 0.78057  0.371
H: -2.14686 -0.60538 -1.83998  0.191
H: -1.05768 -1.81561 0.60015  0.407